49
Properties=species:S:1:pos:R:3:forces:R:3:nbo_charge:R:1 method="wB97M-V/def2-TZVPD" e_above_lowest_kj_mol=184.5 smiles="CCOc1ccc(-n2c(SCC(=O)Nc3nccs3)nnc2-c2ccoc2C)cc1" spin_multiplicity=1 lumo_energy_ev=0.6 energy_ev=-56311.2893 homo_lumo_gap_ha=0.3167
S 0.15338 1.76560 1.73374 0.2426 0.3568 0.3168 0.29
S -4.97941 1.30363 -0.58660 0.3917 0.1491 0.5632 0.38
O -0.98545 4.01292 -0.14946 0.1255 0.1004 0.0059 -0.58
O 5.88677 -0.57358 -0.10892 -0.1769 0.0167 -0.2294 -0.49
O 0.65440 -4.01255 -2.50512 0.3682 -0.3017 0.1503 -0.40
N -1.69418 0.42845 0.26294 0.3860 0.5465 0.7293 -0.35
N -2.95191 2.97076 0.03379 -0.1677 0.5559 -0.6169 -0.63
N -1.74683 -0.57266 -0.62677 -0.0643 -0.8829 -0.8628 -0.27
N -4.06556 1.78544 1.76727 0.4123 0.6342 0.1437 -0.51
N 0.35154 -0.32594 -0.02755 -0.9116 0.1440 0.0476 -0.40
C 4.53768 -0.51934 0.01015 -0.2249 -0.0167 -0.0936 0.32
C 6.70023 -0.65486 1.04602 0.2522 -0.1801 0.3576 -0.06
C 6.72705 -2.05736 1.64658 -0.1242 0.3197 -0.2484 -0.64
C -5.69124 0.51330 0.76754 0.0289 0.0404 0.0262 -0.46
C -1.34555 2.78974 1.88253 0.3282 -0.5224 -0.0511 -0.64
C 1.75501 -0.39389 -0.01189 0.7093 0.0464 0.0604 0.17
C -0.53915 -1.03284 -0.80818 -0.0496 0.0749 0.2918 0.32
C -0.44790 0.57674 0.62197 -0.0647 -0.0052 0.0359 0.17
C -0.20666 -3.51511 -3.41284 -0.6162 0.6149 -0.2884 0.08
C 0.66025 -3.18250 -1.44404 -0.4099 0.7036 0.4636 0.34
C -0.20242 -2.13812 -1.67245 0.5293 -0.8016 -0.0821 -0.20
C -3.87864 2.09254 0.53130 -0.9194 -0.4814 -0.2428 0.29
C -0.77261 -2.37028 -2.95890 0.2779 -0.4275 -0.1792 -0.27
C -1.71542 3.31998 0.51936 -0.0873 0.0735 0.0103 0.69
C 3.82610 -0.46162 1.20531 0.3914 0.0357 0.0161 -0.31
C -5.07109 0.88870 1.91162 -0.4522 -0.4123 -0.3710 -0.03
C 1.50564 -3.55060 -0.27748 -0.0063 -0.0969 -0.3146 -0.67
C 2.44440 -0.39961 1.19076 -0.2531 -0.0628 -0.3362 -0.21
C 2.45824 -0.43631 -1.21269 -0.0106 0.1074 0.1676 -0.21
C 3.83232 -0.50344 -1.19779 0.1523 -0.0589 0.1314 -0.24
H 7.06533 -2.77081 0.89936 0.0418 -0.0749 -0.0365 0.22
H -1.05487 3.61235 2.53519 -0.0309 -0.0006 -0.0576 0.26
H 1.08999 -3.13472 0.63622 -0.0175 0.0117 0.0476 0.23
H -0.32618 -4.06395 -4.32524 0.0419 -0.1459 -0.0867 0.21
H -5.31438 0.54691 2.90085 -0.1249 -0.1274 0.1252 0.21
H 1.90095 -0.35854 2.12225 -0.0539 -0.0514 0.1061 0.23
H 4.32912 -0.45889 2.15852 0.0960 -0.0192 0.0702 0.22
H 7.69864 -0.38597 0.69035 -0.1486 0.0337 0.1081 0.20
H 5.73819 -2.35744 1.98477 -0.0478 -0.0628 0.0662 0.21
H 1.54777 -4.63444 -0.19392 -0.0016 -0.0597 0.0792 0.24
H -6.50792 -0.16574 0.63575 -0.1958 -0.1403 0.0233 0.24
H 1.92444 -0.41135 -2.15022 -0.0413 0.0108 -0.0735 0.23
H -2.14562 2.19706 2.32166 0.1881 0.2233 0.0383 0.29
H 6.38897 0.08646 1.79155 0.0396 -0.0071 -0.1088 0.17
H 7.41040 -2.08022 2.49079 0.0664 -0.0281 0.1114 0.22
H -3.09522 3.24998 -0.93076 0.1647 0.0527 0.2245 0.42
H 4.39451 -0.53398 -2.11724 0.0665 -0.0024 -0.1145 0.23
H -1.49667 -1.75115 -3.44460 -0.1798 0.1001 -0.1731 0.24
H 2.52302 -3.17643 -0.39767 0.0803 0.0177 0.0494 0.23